[1]
DFT (ωB97M-V/def2-TZVPD) results for C36H58ClGePRuSe as an isolated structure.

Computed properties:
- Kohn-Sham gap (spin up / spin down) (eV) = 8.08 / 7.55
- highest occupied orbital energy (spin up / spin down) (eV) = -12.853 / -14.189
- net charge = +2
- 2S+1 = 5
- expectation value of S² = 6.01
- DFT total energy (a.u.) = -6780.73693
- LUMO energy (spin up / spin down) (eV) = -4.8 / -6.6

Each line ends with the Mulliken spin population.
Atoms and positions in Å:
Ru  -0.114  -0.896  -1.316  2.822
C  -0.963  -2.607  0.279  0.087
C  0.343  -2.975  -0.124  0.067
C  0.293  -3.153  -1.569  0.051
C  -1.063  -2.906  -1.959  0.083
C  -1.848  -2.599  -0.829  0.142
C  -3.331  -2.289  -0.829  -0.031
C  -4.022  -3.059  -1.960  0.012
C  -3.944  -2.685  0.516  0.012
C  -3.542  -0.786  -1.057  0.157
C  1.349  -3.522  -2.625  0.014
C  2.645  -2.722  -2.465  0.044
C  0.808  -3.190  -4.024  0.035
C  1.614  -5.035  -2.600  0.024
C  1.485  -3.091  0.897  -0.017
C  2.365  -4.328  0.680  0.008
C  2.356  -1.810  0.885  0.014
C  0.890  -3.241  2.306  0.009
H  -1.278  -2.504  1.305  0.011
H  -1.452  -3.052  -2.953  0.003
H  -3.813  -4.128  -1.904  0.001
H  -3.711  -2.700  -2.943  0.000
H  -5.102  -2.923  -1.890  0.000
H  -3.771  -3.739  0.743  0.003
H  -5.022  -2.520  0.499  -0.001
H  -3.534  -2.090  1.337  0.002
H  -2.982  -0.431  -1.928  -0.011
H  -3.230  -0.208  -0.182  -0.012
H  -4.597  -0.567  -1.240  0.003
H  2.449  -1.650  -2.576  0.019
H  3.345  -3.000  -3.255  -0.002
H  3.147  -2.866  -1.513  0.024
H  0.459  -2.155  -4.100  0.000
H  -0.011  -3.846  -4.319  0.001
H  1.608  -3.325  -4.752  0.001
H  2.076  -5.375  -1.678  0.000
H  2.277  -5.303  -3.425  0.003
H  0.681  -5.585  -2.730  0.001
H  2.951  -4.293  -0.232  0.002
H  1.765  -5.239  0.666  0.000
H  3.067  -4.406  1.511  0.001
H  2.376  -1.319  -0.092  0.040
H  3.392  -2.029  1.148  0.005
H  1.985  -1.086  1.617  0.003
H  0.198  -4.083  2.368  0.002
H  0.368  -2.338  2.634  0.001
H  1.696  -3.421  3.018  -0.001
C  0.644  0.781  -4.352  0.029
P  0.325  1.099  -2.596  0.205
C  -1.077  2.241  -2.526  -0.120
C  -1.846  2.307  -1.365  -0.096
C  -2.916  3.183  -1.268  0.009
C  -3.232  4.004  -2.342  0.004
C  -2.476  3.947  -3.505  0.001
C  -1.403  3.071  -3.598  -0.008
C  1.776  2.038  -2.047  -0.091
C  2.966  1.341  -1.827  0.119
C  4.137  2.026  -1.540  0.015
C  4.123  3.411  -1.443  0.003
C  2.938  4.109  -1.638  0.002
C  1.766  3.429  -1.947  0.007
H  0.951  1.711  -4.830  -0.002
H  -0.240  0.377  -4.842  0.003
H  1.461  0.065  -4.442  0.001
H  -1.615  1.651  -0.530  0.270
H  -3.516  3.218  -0.367  0.001
H  -4.071  4.685  -2.277  0.000
H  -2.724  4.582  -4.344  0.000
H  -0.829  3.044  -4.515  0.000
H  2.990  0.260  -1.902  -0.067
H  5.060  1.480  -1.390  0.000
H  5.035  3.948  -1.219  0.000
H  2.928  5.188  -1.567  0.000
H  0.852  3.985  -2.116  0.001
Cl  2.470  2.006  1.824  0.005
C  0.795  1.670  1.458  -0.198
H  0.712  0.795  0.815  0.251
H  0.330  2.544  1.008  -0.007
C  2.024  3.502  5.456  0.000
Ge  0.105  3.402  5.607  0.000
C  -0.772  5.041  6.087  0.000
C  -0.487  1.872  6.628  0.000
C  -0.534  3.064  3.735  0.001
Se  -0.121  1.271  3.126  -0.002
C  -1.810  0.694  2.386  -0.080
H  2.460  3.872  6.385  0.000
H  2.312  4.180  4.652  0.000
H  2.447  2.516  5.258  0.000
H  -0.465  5.348  7.087  0.000
H  -1.853  4.903  6.090  0.000
H  -0.515  5.840  5.392  0.000
H  -0.102  1.927  7.647  0.000
H  -0.121  0.938  6.198  0.000
H  -1.576  1.840  6.685  0.000
H  -0.050  3.744  3.032  0.000
H  -1.615  3.178  3.650  0.000
H  -2.397  0.276  3.200  0.000
H  -1.592  -0.077  1.646  0.114
H  -2.313  1.550  1.942  0.001

[2]
DFT (ωB97M-V/def2-TZVPD) results for C55H66AsN4O4SSb2Sc as an isolated structure.

Computed properties:
- Kohn-Sham gap (eV) = 6.48
- highest occupied orbital energy (eV) = -11.862
- net charge = +2
- DFT total energy (a.u.) = -6530.26084
- LUMO energy (eV) = -5.4

Each line ends with the Mulliken charge.
Atoms and positions in Å:
Sc  1.271  0.666  0.504  -0.563
C  -1.096  -1.481  1.860  -0.470
C  -0.517  -0.556  2.879  0.714
C  -1.048  -0.590  4.169  -0.911
C  -0.656  0.336  5.104  -0.868
C  0.271  1.306  4.731  -0.988
C  0.826  1.254  3.470  -0.254
N  0.454  0.324  2.556  1.950
Sb  2.277  2.815  3.115  1.148
C  1.678  3.593  1.167  -0.113
C  1.639  4.974  1.166  -0.827
C  1.372  5.647  -0.019  -0.670
C  1.182  4.904  -1.161  -0.875
C  1.278  3.513  -1.120  0.716
C  1.211  2.767  -2.417  -1.036
N  1.503  2.864  0.038  1.190
C  3.791  1.618  2.172  -0.380
C  5.083  1.681  2.647  -0.938
C  6.116  1.155  1.874  -0.730
C  5.818  0.647  0.631  -1.130
C  4.493  0.613  0.201  0.733
C  4.171  0.132  -1.177  -1.000
N  3.493  1.047  0.982  1.310
H  -1.210  -2.479  2.282  0.391
H  -0.497  -1.571  0.959  -0.684
H  -2.087  -1.117  1.580  0.440
H  -1.791  -1.340  4.401  0.614
H  -1.079  0.331  6.100  0.485
H  0.572  2.077  5.429  0.594
H  1.805  5.525  2.082  0.529
H  1.324  6.728  -0.044  0.485
H  0.991  5.382  -2.113  0.603
H  0.254  2.942  -2.910  0.390
H  1.349  1.698  -2.304  -0.335
H  1.988  3.148  -3.083  0.548
H  5.291  2.153  3.598  0.594
H  7.138  1.178  2.229  0.488
H  6.595  0.276  -0.024  0.597
H  4.450  -0.915  -1.306  0.319
H  4.735  0.713  -1.909  0.676
H  3.113  0.241  -1.424  -0.302
C  -4.890  -4.843  -7.416  -1.470
C  -4.136  -4.554  -6.150  0.848
C  -2.757  -4.340  -6.171  -0.898
C  -2.063  -4.061  -5.009  -0.497
C  -2.753  -3.984  -3.806  -0.226
C  -4.124  -4.191  -3.757  -0.230
C  -4.804  -4.479  -4.930  -0.768
S  -1.869  -3.697  -2.312  1.774
O  -2.829  -3.318  -1.311  -0.782
O  -0.945  -4.770  -2.074  -0.721
N  -0.930  -2.392  -2.589  0.283
C  -1.531  -1.129  -2.978  -1.743
C  -1.846  -0.252  -1.777  0.170
C  -0.666  0.193  -0.982  0.922
O  -0.815  0.870  0.076  -0.278
O  0.542  -0.096  -1.325  -0.432
H  -4.223  -5.173  -8.210  0.360
H  -5.407  -3.946  -7.763  0.303
H  -5.644  -5.612  -7.255  0.390
H  -2.223  -4.404  -7.111  0.359
H  -0.989  -3.917  -5.034  0.464
H  -4.644  -4.126  -2.811  0.507
H  -5.872  -4.651  -4.897  0.404
H  0.025  -2.596  -2.845  -0.213
H  -2.468  -1.322  -3.507  0.651
H  -0.873  -0.628  -3.688  0.359
H  -2.507  -0.795  -1.096  0.277
H  -2.387  0.652  -2.075  0.090
C  -3.133  1.908  2.732  -1.188
C  -3.583  3.323  2.385  0.490
C  -5.011  3.325  1.857  -1.583
Sb  -2.054  4.211  1.110  -0.432
C  -1.988  6.170  2.041  0.402
C  -3.316  6.914  2.129  -1.365
C  -1.356  6.011  3.424  -1.362
C  -2.997  4.676  -0.801  0.397
C  -2.781  3.486  -1.737  -1.095
C  -4.450  5.134  -0.866  -1.592
H  -3.812  1.448  3.457  0.550
H  -2.129  1.909  3.159  0.106
H  -3.111  1.274  1.841  0.123
H  -3.544  3.934  3.292  0.451
H  -5.096  2.738  0.940  0.250
H  -5.375  4.330  1.648  0.329
H  -5.684  2.874  2.592  0.480
H  -1.299  6.747  1.414  0.392
H  -4.079  6.314  2.631  0.243
H  -3.695  7.194  1.147  0.289
H  -3.198  7.835  2.707  0.473
H  -2.017  5.464  4.100  0.315
H  -1.167  6.986  3.881  0.465
H  -0.404  5.472  3.386  0.149
H  -2.358  5.502  -1.138  0.400
H  -3.411  2.646  -1.429  0.304
H  -1.744  3.141  -1.729  -0.041
H  -3.054  3.739  -2.766  0.569
H  -5.132  4.304  -0.684  0.294
H  -4.670  5.517  -1.867  0.469
H  -4.686  5.922  -0.155  0.244
C  6.489  -2.469  2.759  -0.742
C  5.388  -1.868  3.354  -0.998
C  4.188  -1.785  2.664  -0.291
C  4.069  -2.332  1.388  0.625
C  5.175  -2.932  0.795  -0.705
C  6.383  -2.991  1.478  -0.845
As  2.336  -2.230  0.517  2.763
C  1.316  -3.525  1.547  0.350
C  1.448  -3.616  2.929  -0.584
C  0.612  -4.462  3.648  -0.679
C  -0.354  -5.214  2.992  -0.862
C  -0.476  -5.131  1.611  -0.605
C  0.355  -4.285  0.890  -0.508
C  2.577  -3.209  -1.139  0.578
C  2.870  -4.571  -1.093  -0.407
C  2.998  -5.297  -2.266  -0.863
C  2.835  -4.673  -3.495  -0.784
C  2.546  -3.318  -3.550  -0.213
C  2.414  -2.587  -2.374  -1.007
H  7.426  -2.537  3.296  0.452
H  5.465  -1.463  4.356  0.501
H  3.338  -1.296  3.131  0.045
H  5.100  -3.362  -0.196  0.346
H  7.239  -3.462  1.012  0.495
H  2.209  -3.055  3.456  0.290
H  0.728  -4.544  4.721  0.491
H  -0.999  -5.876  3.555  0.411
H  -1.216  -5.718  1.084  0.524
H  0.246  -4.247  -0.185  0.295
H  2.984  -5.072  -0.139  0.583
H  3.216  -6.356  -2.219  0.467
H  2.932  -5.245  -4.408  0.439
H  2.423  -2.825  -4.506  0.498
H  2.152  -1.539  -2.429  0.074

[3]
DFT (ωB97M-V/def2-TZVPD) results for a single C7H11FN2Si molecule at a distorted geometry.

Computed properties:
- Kohn-Sham gap (eV) = 11.28
- highest occupied orbital energy (eV) = -10.934
- SMILES = C[C@@](C#N)(CC#N)[Si](C)(C)F
- DFT total energy (a.u.) = -772.23008
- LUMO energy (eV) = 0.4

Each line ends with the Mulliken charge.
Atoms and positions in Å:
C  0.702  -0.907  1.323  -1.454
C  0.831  0.014  0.163  1.340
C  1.429  1.318  0.523  -0.311
N  1.892  2.340  0.776  -0.524
C  1.698  -0.557  -0.974  -0.702
C  3.063  -0.833  -0.529  0.059
N  4.175  -0.900  -0.262  -0.439
Si  -0.928  0.566  -0.484  0.650
C  -1.992  -0.956  -0.943  -1.038
C  -1.927  1.626  0.724  -1.054
F  -0.642  1.522  -1.798  -0.366
H  0.335  -1.953  0.980  0.301
H  0.030  -0.477  2.085  0.358
H  1.756  -1.310  1.618  0.394
H  1.813  0.203  -1.650  0.477
H  1.330  -1.441  -1.545  0.411
H  -1.647  -2.068  -1.083  0.305
H  -2.935  -0.977  -0.277  0.320
H  -2.485  -0.572  -1.894  0.323
H  -1.736  2.689  0.873  0.360
H  -3.088  1.643  0.713  0.333
H  -1.674  1.030  1.660  0.257

[4]
DFT (ωB97M-V/def2-TZVPD) results for a single C20H26N2O3 molecule at a distorted geometry.

Computed properties:
- Kohn-Sham gap (eV) = 9.16
- highest occupied orbital energy (eV) = -8.362
- SMILES = Cc1ccc(OCc2cc(C(=O)N3CCCCCCC3)no2)cc1C
- DFT total energy (a.u.) = -1112.90828
- LUMO energy (eV) = 0.8

Each line ends with the Mulliken charge.
Atoms and positions in Å:
C  -5.978  -2.466  0.073  -1.453
C  -5.277  -1.145  0.162  0.950
C  -5.619  -0.231  1.149  -0.787
C  -4.981  0.988  1.254  -0.966
C  -3.973  1.321  0.354  0.485
O  -3.397  2.556  0.538  -0.454
C  -2.374  2.961  -0.327  -0.765
C  -1.115  2.170  -0.160  0.289
C  -0.723  1.245  0.764  -0.541
C  0.590  0.897  0.354  0.007
C  1.431  -0.182  0.944  1.040
O  0.927  -1.266  1.184  -0.669
N  2.728  0.093  1.180  0.105
C  3.338  1.392  1.023  -1.120
C  4.129  1.585  -0.276  -0.469
C  5.370  0.693  -0.392  -0.694
C  5.171  -0.578  -1.222  -0.849
C  3.919  -1.404  -0.928  -0.485
C  3.830  -2.020  0.467  -0.671
C  3.565  -1.015  1.600  -1.134
N  0.921  1.560  -0.726  -0.189
O  -0.128  2.352  -1.053  -0.343
C  -3.626  0.418  -0.640  -0.067
C  -4.266  -0.811  -0.741  0.593
C  -3.858  -1.770  -1.817  -1.684
H  -6.729  -2.554  0.854  0.377
H  -5.268  -3.285  0.182  0.321
H  -6.468  -2.579  -0.893  0.325
H  -6.399  -0.478  1.854  0.318
H  -5.245  1.696  2.022  0.458
H  -2.691  2.925  -1.380  0.387
H  -2.178  4.009  -0.069  0.420
H  -1.268  0.858  1.598  0.523
H  4.006  1.551  1.877  0.476
H  2.554  2.150  1.067  0.435
H  3.461  1.427  -1.122  0.366
H  4.438  2.632  -0.294  0.373
H  5.730  0.436  0.606  0.296
H  6.170  1.263  -0.870  0.384
H  6.053  -1.212  -1.096  0.362
H  5.127  -0.290  -2.276  0.354
H  3.028  -0.800  -1.109  0.161
H  3.897  -2.225  -1.650  0.393
H  4.745  -2.569  0.694  0.422
H  3.002  -2.731  0.454  0.385
H  3.050  -1.539  2.412  0.417
H  4.496  -0.606  1.991  0.537
H  -2.846  0.646  -1.349  0.297
H  -4.707  -2.018  -2.454  0.350
H  -3.492  -2.698  -1.378  0.349
H  -3.070  -1.349  -2.435  0.385

[5]
DFT (ωB97M-V/def2-TZVPD) results for ClH2Na3O as an isolated structure at a distorted geometry.

Computed properties:
- Kohn-Sham gap (eV) = 9.64
- highest occupied orbital energy (eV) = -18.313
- net charge = +2
- DFT total energy (a.u.) = -1023.00693
- LUMO energy (eV) = -8.7

Each line ends with the Mulliken charge.
Atoms and positions in Å:
Na  -0.043  -1.980  -1.120  0.982
Na  -0.556  2.211  -0.490  1.006
Na  0.736  0.823  -2.689  1.060
Cl  -0.032  0.221  -0.783  -1.148
O  -0.284  -0.726  1.685  -0.550
H  -0.257  0.030  1.099  0.308
H  0.436  -0.580  2.298  0.341

- Look up the DFT total energy of the first one.
  -6780.73693 a.u.

- Which formula does entry 5 have?
  ClH2Na3O

- The highest DFT total energy belongs to which entry?
  C7H11FN2Si

- Which formula does entry 1 have?
  C36H58ClGePRuSe